[1]
Here is a molecular structure, C6H10O from the OMol25 dataset. Energies are from ωB97M-V with the def2-TZVPD basis set.

Structure (XYZ):
```
17
C6H10O, DFT ωB97M-V with the def2-TZVPD basis set
C -1.438 -1.241 0.917
C -0.984 -0.894 -0.450
C -1.044 0.564 -0.763
C 0.393 1.152 -0.664
C 1.120 0.624 0.574
O 1.319 0.501 -1.529
C 1.724 -0.363 -0.451
H -2.381 -1.771 0.698
H -1.655 -0.435 1.643
H -0.801 -2.009 1.377
H -1.369 0.702 -1.800
H -1.670 1.176 -0.085
H 0.365 2.233 -0.851
H 0.491 0.305 1.409
H 1.891 1.296 0.950
H 1.234 -1.341 -0.579
H 2.805 -0.499 -0.394
```

Values from the calculation:
**Energy relative to the best compared isomer or geometry (same formula, charge and spin)**: 4.537 eV
**Strongest force on any atom**: 0.00780 Eh/bohr
**Frontier orbital gap**: 8.284 eV
**HOMO level**: -8.10 eV
**Multiplicity**: 1
**E_tot**: -8426.704 eV

=====

[2]
Here is C6H10O in the gas phase from the OMol25 dataset. Energies are from ωB97M-V with the def2-TZVPD basis set.

Structure (XYZ):
```
17
C6H10O, DFT ωB97M-V with the def2-TZVPD basis set
C -1.839 -0.725 -0.178
C -0.493 -0.160 0.225
O -0.497 -0.162 1.647
C -0.083 1.246 -0.286
C 1.435 1.178 -0.144
C 1.852 -0.089 -0.037
C 0.682 -1.009 -0.295
H -1.909 -1.723 0.269
H -1.920 -0.818 -1.266
H -2.674 -0.130 0.208
H 0.226 0.417 1.924
H -0.449 1.433 -1.309
H -0.515 2.030 0.345
H 2.065 2.060 -0.079
H 2.856 -0.422 0.217
H 0.708 -2.009 0.143
H 0.555 -1.117 -1.382
```

Values from the calculation:
**Energy relative to the best compared isomer or geometry (same formula, charge and spin)**: 0.186 eV
**Strongest force on any atom**: 0.00797 Eh/bohr
**Frontier orbital gap**: 10.480 eV
**HOMO level**: -9.46 eV
**SMILES**: CC1(O)CC=CC1
**Multiplicity**: 1
**E_tot**: -8431.055 eV

=====

[3]
Here is C6H10O in the gas phase from the OMol25 dataset. Energies are from ωB97M-V with the def2-TZVPD basis set.

Structure (XYZ):
```
17
C6H10O, DFT ωB97M-V with the def2-TZVPD basis set
C -1.784 -0.862 -1.407
O -1.255 0.017 -0.444
C -0.009 0.523 -0.801
C 1.277 -0.090 -0.326
C 1.098 -0.707 1.061
C 0.572 0.654 1.593
C 0.783 1.265 0.208
H -2.647 -1.353 -0.952
H -1.054 -1.624 -1.715
H -2.120 -0.316 -2.303
H 0.032 0.934 -1.814
H 2.104 -0.297 -1.001
H 2.051 -0.984 1.520
H 0.413 -1.559 1.121
H 1.227 1.091 2.352
H -0.461 0.669 1.953
H 1.165 2.263 0.013
```

Values from the calculation:
**Energy relative to the best compared isomer or geometry (same formula, charge and spin)**: 1.818 eV
**Strongest force on any atom**: 0.00640 Eh/bohr
**Frontier orbital gap**: 10.404 eV
**HOMO level**: -9.28 eV
**SMILES**: CO[C@@H]1[C@@H]2CC[C@@H]21
**Multiplicity**: 1
**E_tot**: -8429.423 eV